The following is a DFT calculation (ωB97M-V/def2-TZVPD) of C17H34BFeN9O2Si as an isolated structure.

Each line ends with the Mulliken charge.
Atoms and positions in Å:
Fe  -0.044  -0.023  0.053  0.03
Si  -1.241  2.047  -0.764  0.64
O  0.776  -1.081  2.982  -0.45
O  0.326  1.145  2.897  0.02
N  -0.641  -1.627  -1.017  0.72
N  3.581  -1.223  -1.552  -0.52
N  2.953  0.396  -0.253  -0.28
N  1.831  -0.271  -0.631  0.83
N  -1.780  -3.283  -1.756  -0.63
N  3.965  -0.187  -0.777  -0.79
N  -1.862  -2.225  -1.042  -0.45
N  1.467  -2.182  -2.052  -0.07
N  -0.534  -3.440  -2.251  -0.52
C  2.555  1.440  3.674  -2.00
C  -0.787  4.825  -1.392  -1.88
C  0.138  -2.411  -1.774  0.41
C  -2.997  2.103  0.024  2.31
C  1.159  0.965  4.060  1.46
C  -3.836  3.294  -0.447  -2.02
C  -0.211  3.664  -0.572  2.39
C  2.361  -1.218  4.777  -1.87
C  -2.925  2.120  1.554  -1.69
C  -3.715  0.814  -0.401  -1.96
C  -0.087  -0.980  5.202  -2.04
C  -0.077  4.099  0.889  -1.85
C  1.196  3.367  -1.111  -2.05
C  2.269  -1.258  -1.424  0.26
C  1.071  -0.574  4.299  1.81
C  -1.469  1.761  -2.635  -1.53
C  0.603  1.820  5.186  -1.95
B  0.283  -0.058  2.204  -0.14
H  -3.167  -0.089  -0.123  0.31
H  0.087  -0.681  6.237  0.35
H  -2.315  1.301  1.939  0.16
H  -0.503  1.730  -3.141  0.34
H  2.664  -0.812  5.745  0.33
H  1.179  3.087  -2.167  0.33
H  -3.888  3.356  -1.537  0.34
H  0.696  2.872  4.913  0.47
H  -4.863  3.192  -0.073  0.48
H  2.208  -2.292  4.890  0.46
H  -1.762  5.151  -1.028  0.30
H  -0.110  5.686  -1.333  0.51
H  -1.021  4.483  1.283  0.29
H  2.938  0.886  2.816  0.34
H  2.497  2.491  3.386  0.51
H  1.694  2.567  -0.560  0.35
H  0.661  4.906  0.966  0.50
H  0.246  3.277  1.532  0.27
H  3.257  1.348  4.506  0.36
H  -0.448  1.605  5.365  0.36
H  1.944  -2.915  -2.550  0.25
H  -2.502  3.049  1.938  0.26
H  1.820  4.265  -1.020  0.53
H  -0.890  4.566  -2.448  0.34
H  -4.699  0.767  0.083  0.51
H  -1.021  -0.534  4.860  0.34
H  -3.447  4.242  -0.070  0.35
H  -2.068  2.547  -3.106  0.40
H  1.160  1.659  6.113  0.34
H  -3.878  0.774  -1.479  0.34
H  -3.935  2.016  1.971  0.52
H  -0.195  -2.064  5.166  0.51
H  3.165  -1.060  4.062  0.36
H  -1.962  0.806  -2.819  0.36

Forces on atoms 1 to 6 (eV/Å):
-0.028 -0.001 0.078
0.038 -0.032 -0.144
0.039 -0.120 -0.117
-0.043 -0.007 -0.026
0.136 -0.072 -0.087
-0.001 -0.213 0.120

Summary:
Expectation value of S²: 8.761
LUMO level (spin up / spin down), eV: 2.56 / 2.15
Energy relative to the best compared isomer or geometry (same formula, charge and spin), kJ/mol: 0.0
Net charge: -1
Spin multiplicity: 6
Kohn-Sham gap (spin up / spin down), eV: 7.005 / 7.659
Energy, Eh: -2889.63658